# 1
Here is a molecular structure, C37H63BBeN2O2Si4Te from the OMol25 dataset. Energies are from ωB97M-V/def2-TZVPD.

Multiplicity: 1
Relative energy (zero: lowest compared OMol25 entry of this formula, charge and spin) in kcal per mole: 0.0
Lowest unoccupied orbital energy in eV: -0.8

Last column: Mulliken charge in e.
Element x y z (Å)
Be -0.07 -1.37 -0.80  -0.907
C 6.42 -1.01 -1.30  -1.418
C 5.86 -2.24 -0.57  2.081
C 6.37 -3.52 -1.25  -1.785
C 6.36 -2.22 0.87  -2.049
C 4.34 -2.18 -0.66  0.554
C 3.70 -2.27 -1.90  -0.866
C 2.34 -2.11 -1.98  -0.755
N 1.58 -1.88 -0.91  0.313
C 2.17 -1.82 0.29  -0.603
C 3.54 -1.97 0.45  0.350
C 1.21 -1.54 1.37  0.271
C 1.47 -1.67 2.73  -0.363
C 0.46 -1.47 3.66  0.472
C -0.79 -1.12 3.15  -0.858
C -0.98 -0.99 1.80  -1.061
N 0.00 -1.19 0.92  -0.151
C 0.66 -1.64 5.15  2.110
C 0.13 -0.39 5.88  -1.609
C 2.14 -1.82 5.52  -2.051
C -0.12 -2.88 5.61  -1.683
H 7.51 -1.01 -1.25  0.481
H 6.05 -0.09 -0.85  0.165
H 6.14 -1.00 -2.36  0.351
H 7.45 -3.59 -1.16  0.464
H 6.13 -3.54 -2.32  0.318
H 5.93 -4.41 -0.79  0.413
H 7.44 -2.31 0.88  0.434
H 5.94 -3.06 1.45  0.385
H 6.09 -1.29 1.37  0.355
H 4.26 -2.44 -2.80  0.425
H 1.82 -2.13 -2.93  0.585
H 3.96 -1.86 1.44  0.392
H 2.47 -1.96 3.04  0.485
H -1.63 -0.95 3.81  0.491
H -1.94 -0.72 1.38  0.739
H 0.57 0.52 5.46  0.308
H 0.39 -0.44 6.94  0.458
H -0.95 -0.31 5.81  0.349
H 2.74 -0.97 5.16  0.443
H 2.55 -2.74 5.10  0.379
H 2.24 -1.87 6.60  0.440
H -1.18 -2.78 5.37  0.354
H -0.01 -3.01 6.69  0.455
H 0.26 -3.78 5.11  0.375
C -2.00 2.54 0.95  -0.726
Si -0.23 3.18 0.87  0.375
C -0.26 5.04 1.12  -1.077
C 0.71 2.42 2.32  -0.571
Si 0.76 2.69 -1.18  0.096
Te -0.08 0.60 -2.26  -0.270
Si -0.04 4.25 -2.74  0.480
C 0.46 3.72 -4.47  -1.034
C 0.55 6.02 -2.48  -1.116
C -1.92 4.23 -2.64  -0.979
Si 3.08 2.85 -0.97  0.029
C 3.80 1.61 0.25  -0.246
C 3.90 2.51 -2.63  -1.089
C 3.55 4.57 -0.38  -0.986
H -2.45 2.74 1.93  0.379
H -2.03 1.47 0.76  -0.096
H -2.62 3.01 0.18  0.321
H -0.64 5.32 2.11  0.411
H -0.89 5.52 0.36  0.212
H 0.74 5.47 1.02  0.268
H 0.20 2.62 3.27  0.375
H 1.73 2.83 2.39  0.381
H 0.80 1.34 2.20  -0.158
H 1.55 3.58 -4.54  0.232
H 0.17 4.47 -5.21  0.366
H -0.01 2.77 -4.72  0.284
H 1.63 6.11 -2.65  0.286
H 0.35 6.37 -1.46  0.306
H 0.05 6.69 -3.18  0.385
H -2.27 3.19 -2.59  0.259
H -2.37 4.71 -3.51  0.406
H -2.28 4.75 -1.74  0.251
H 3.56 0.59 -0.05  -0.361
H 3.41 1.76 1.26  0.211
H 4.90 1.69 0.30  0.422
H 3.57 1.54 -3.02  0.297
H 5.00 2.50 -2.55  0.401
H 3.63 3.28 -3.36  0.277
H 3.21 4.74 0.65  0.246
H 3.08 5.33 -1.01  0.203
H 4.63 4.74 -0.41  0.383
C -7.72 -0.93 -2.83  -2.080
C -7.67 -2.20 -1.99  2.060
C -8.46 -1.95 -0.69  -1.611
C -8.34 -3.34 -2.78  -1.614
C -6.23 -2.60 -1.63  0.341
C -6.01 -3.70 -0.79  -0.465
C -4.74 -4.09 -0.37  -1.700
C -3.68 -3.33 -0.81  1.050
O -2.35 -3.43 -0.51  -0.512
B -1.68 -2.37 -1.18  0.555
O -2.67 -1.67 -1.92  -0.370
C -3.87 -2.27 -1.67  0.408
C -5.13 -1.88 -2.09  -0.815
H -8.77 -0.67 -3.01  0.430
H -7.24 -1.07 -3.80  0.383
H -7.25 -0.09 -2.32  0.426
H -9.48 -1.62 -0.93  0.441
H -7.98 -1.17 -0.10  0.375
H -8.53 -2.85 -0.08  0.326
H -9.36 -3.06 -3.05  0.433
H -8.37 -4.26 -2.19  0.328
H -7.78 -3.54 -3.69  0.384
H -6.86 -4.28 -0.45  0.364
H -4.60 -4.93 0.29  0.426
H -5.22 -1.02 -2.75  0.566

---

# 2
Here is a molecular structure, C6H18ClCrN4O4 at a distorted geometry from the OMol25 dataset. Energies are from ωB97M-V/def2-TZVPD.

Total charge: +2
Multiplicity: 2
Lowest unoccupied orbital energy (alpha / beta) in eV: -9.4 / -8.8
<S²>: 0.758

Last column: Mulliken charge in e.
Element x y z (Å)
Cr 0.12 0.13 -0.05  0.059
N -0.11 2.05 0.85  -0.321
C -0.65 1.87 2.21  -0.785
C -1.29 0.48 2.32  -0.576
N -0.38 -0.55 1.78  0.273
C -1.11 -1.83 1.59  -0.610
C -0.44 -2.69 0.53  -0.659
N -0.22 -1.88 -0.68  -0.331
C 0.79 -0.73 2.68  -0.556
C 2.06 -1.02 1.89  -0.755
N 2.07 -0.17 0.68  -0.301
H 0.67 2.70 0.87  0.276
H -0.82 2.52 0.27  0.360
H -1.41 2.63 2.45  0.458
H 0.16 2.01 2.93  0.446
H -2.19 0.48 1.71  0.417
H -1.56 0.27 3.36  0.429
H -2.13 -1.59 1.25  0.394
H -1.19 -2.39 2.53  0.423
H -1.06 -3.57 0.31  0.499
H 0.53 -3.06 0.87  0.231
H -1.11 -1.82 -1.19  0.371
H 0.42 -2.35 -1.32  0.278
H 0.61 -1.52 3.42  0.311
H 0.93 0.20 3.25  0.335
H 2.10 -2.06 1.59  0.324
H 2.93 -0.83 2.53  0.457
H 2.71 -0.59 -0.01  0.337
H 2.52 0.72 0.90  0.297
O -1.40 2.38 -2.22  -0.523
Cl -1.10 1.04 -2.14  1.828
O -1.49 0.22 -3.17  -0.528
O -1.67 0.51 -0.89  -0.479
O 0.33 0.88 -1.89  -0.377

---

# 3
Here is a single C5H10N2O molecule at a distorted geometry from the OMol25 dataset. Energies are from ωB97M-V/def2-TZVPD.

Multiplicity: 1
Relative energy (zero: lowest compared OMol25 entry of this formula, charge and spin) in kcal per mole: 68.9
Lowest unoccupied orbital energy in eV: 0.7

Last column: Mulliken charge in e.
Element x y z (Å)
H 1.68 0.67 2.02  0.426
N 2.08 1.87 2.00  -0.631
C 1.54 1.94 0.87  -0.104
N 1.01 0.63 0.60  -0.540
C -0.13 0.22 0.20  0.763
C -1.30 1.11 -0.07  -1.442
C -0.31 -1.28 0.04  0.182
C -0.56 -1.63 -1.44  -1.312
O 0.77 -2.01 0.56  -0.567
H 1.47 2.77 0.16  0.390
H -1.27 1.99 0.57  0.453
H -1.27 1.45 -1.11  0.322
H -2.24 0.58 0.08  0.372
H -1.19 -1.58 0.63  0.299
H -0.69 -2.70 -1.53  0.349
H -1.46 -1.14 -1.81  0.353
H 0.29 -1.32 -2.04  0.320
H 1.59 -1.57 0.30  0.367

---

# 4
Here is 2 unconnected molecules or ions with the total composition C5H8O from the OMol25 dataset. Energies are from ωB97M-V/def2-TZVPD.

Multiplicity: 1
Relative energy (zero: lowest compared OMol25 entry of this formula, charge and spin) in kcal per mole: 36.1
Lowest unoccupied orbital energy in eV: 1.1

Last column: Mulliken charge in e.
Element x y z (Å)
O 1.89 -0.88 -1.49  -0.563
C 0.98 -0.64 -0.74  0.212
C 1.06 -0.62 0.79  -0.371
C -0.35 -0.31 1.20  -0.241
C -1.17 -0.15 0.15  -0.598
C -0.46 -0.32 -1.16  -0.340
H 1.42 -1.59 1.15  0.293
H 1.79 0.13 1.11  0.270
H -0.66 -0.23 2.24  0.390
H -2.22 0.10 0.22  0.374
H -0.86 -1.13 -1.78  0.293
H -0.47 0.58 -1.78  0.276
H -0.45 2.25 0.30  -0.232
H -0.49 2.80 -0.21  0.235